1.
{"formula": "C6H17N2O3", "method": "ωB97M-V with the def2-TZVPD basis set", "smiles": "C[C@H](O)[N+](N)([C@@H](C)O)[C@@H](C)O", "charge": 1, "energy_ev": -15611.4430, "species": ["C", "C", "O", "N", "N", "C", "C", "O", "C", "C", "O", "H", "H", "H", "H", "H", "H", "H", "H", "H", "H", "H", "H", "H", "H", "H", "H", "H"], "positions_angstrom": [[-1.51, -1.95, 0.38], [-0.43, -1.29, -0.43], [0.73, -2.07, -0.51], [-0.24, 0.16, -0.01], [-1.58, 0.79, 0.21], [0.41, 0.38, 1.51], [2.01, 0.18, 1.59], [-0.01, 1.59, 2.01], [0.52, 0.91, -1.03], [-0.17, 0.78, -2.37], [0.47, 2.25, -0.55], [-2.33, -1.21, 0.33], [-1.93, -2.84, -0.14], [-1.37, -2.17, 1.47], [-0.89, -1.09, -1.42], [0.91, -2.41, 0.35], [-1.83, 1.11, -0.71], [-1.36, 1.65, 0.79], [-0.03, -0.37, 2.08], [2.35, -0.73, 1.04], [2.25, -0.12, 2.61], [2.65, 1.03, 1.14], [0.57, 2.33, 1.68], [1.58, 0.51, -0.91], [-1.26, 0.66, -2.21], [-0.08, 1.61, -3.09], [0.03, -0.28, -2.86], [1.05, 2.83, -1.09]], "nbo_charge": [-0.70, 0.25, -0.67, -0.14, -0.63, 0.31, -0.69, -0.68, 0.23, -0.68, -0.75, 0.27, 0.26, 0.23, 0.20, 0.48, 0.36, 0.42, 0.20, 0.24, 0.26, 0.24, 0.51, 0.22, 0.21, 0.27, 0.25, 0.51]}

***

2.
{"formula": "C6H17N3", "method": "ωB97M-V with the def2-TZVPD basis set", "charge": 0, "energy_ev": -10965.1134, "species": ["C", "C", "C", "N", "N", "H", "H", "H", "H", "H", "H", "H", "H", "C", "C", "C", "N", "H", "H", "H", "H", "H", "H", "H", "H", "H"], "positions_angstrom": [[0.00, 1.82, 1.09], [0.10, 3.30, 1.43], [1.33, 1.13, 0.87], [1.24, -0.16, 0.41], [2.41, 1.77, 1.14], [-0.43, -1.40, 0.42], [2.15, -0.61, 0.42], [3.24, 1.21, 0.96], [-0.64, 1.69, 0.21], [-0.51, 1.28, 1.90], [-0.89, 3.73, 1.61], [0.58, 3.84, 0.62], [0.72, 3.44, 2.32], [0.73, -0.15, -1.44], [-2.20, -1.43, -0.72], [-0.45, -3.13, -0.73], [-0.82, -1.76, -0.46], [-2.91, -2.13, -0.24], [-0.52, -3.32, -1.80], [1.63, 0.43, -1.68], [-0.15, 0.47, -1.41], [0.72, -0.97, -2.15], [-2.42, -0.43, -0.35], [-2.39, -1.47, -1.79], [-1.10, -3.86, -0.22], [0.57, -3.30, -0.40]], "nbo_charge": [-0.46, -0.60, 0.43, -0.70, -0.69, 0.40, 0.36, 0.32, 0.20, 0.22, 0.20, 0.21, 0.22, -0.33, -0.41, -0.41, -0.65, 0.17, 0.18, 0.17, 0.20, 0.21, 0.20, 0.18, 0.17, 0.20]}

***

3.
{"formula": "C6H17N4", "method": "ωB97M-V with the def2-TZVPD basis set", "charge": 1, "energy_ev": -12448.4043, "species": ["C", "C", "C", "C", "C", "C", "N", "N", "N", "N", "H", "H", "H", "H", "H", "H", "H", "H", "H", "H", "H", "H", "H", "H", "H", "H", "H"], "positions_angstrom": [[-1.93, 0.09, -0.70], [-1.08, -0.99, -2.72], [-3.51, 1.22, 1.00], [1.28, 1.26, 1.93], [2.34, 0.41, -0.58], [1.69, -1.79, 0.35], [-1.11, -0.62, -1.34], [-2.49, 0.70, 0.17], [0.53, 0.26, 1.16], [1.19, -0.42, 0.07], [-1.98, -1.26, -3.20], [-0.33, -1.74, -2.96], [-0.77, -0.24, -3.41], [-4.31, 1.75, 0.38], [-4.00, 0.37, 1.59], [-3.19, 2.08, 1.66], [0.70, 1.45, 2.76], [2.26, 0.87, 2.14], [1.20, 2.24, 1.38], [1.94, 1.17, -1.29], [2.75, 0.86, 0.28], [2.98, -0.32, -1.08], [2.16, -2.12, -0.49], [2.26, -1.76, 1.25], [0.90, -2.46, 0.52], [0.40, -0.59, -0.69], [0.12, -0.43, 1.83]], "nbo_charge": [0.72, -0.42, -0.44, -0.44, -0.41, -0.41, -0.67, -0.42, -0.46, -0.25, 0.22, 0.21, 0.20, 0.24, 0.23, 0.23, 0.23, 0.19, 0.22, 0.24, 0.22, 0.23, 0.22, 0.22, 0.23, 0.48, 0.38]}

***

4.
{"formula": "C6H17N4", "method": "ωB97M-V with the def2-TZVPD basis set", "charge": 1, "energy_ev": -12447.3467, "species": ["C", "C", "C", "C", "C", "C", "N", "N", "N", "N", "H", "H", "H", "H", "H", "H", "H", "H", "H", "H", "H", "H", "H", "H", "H", "H", "H"], "positions_angstrom": [[0.38, -1.56, -1.17], [2.42, 0.35, 1.42], [-2.44, -0.75, 1.13], [0.24, 1.81, -1.31], [1.96, 0.99, 0.16], [-0.29, 0.28, 0.59], [0.64, -2.76, -0.77], [-2.22, 1.00, -0.62], [-1.61, 0.36, 0.50], [0.56, 0.96, -0.17], [-0.78, -1.48, -1.36], [1.98, 0.93, 2.23], [2.22, -0.72, 1.30], [3.43, 0.62, 1.49], [-1.98, -1.37, 1.89], [-3.33, -0.17, 1.48], [-2.85, -1.47, 0.43], [1.04, 2.52, -1.29], [0.35, 1.26, -2.17], [-0.68, 2.27, -1.19], [2.40, 0.32, -0.70], [2.32, 2.00, 0.19], [0.11, -0.35, 1.38], [-0.10, -3.45, -0.96], [-3.12, 1.24, -0.49], [-2.20, 0.27, -1.38], [1.56, -3.10, -0.61]], "nbo_charge": [-0.13, -0.64, -0.44, -0.41, -0.21, 0.38, -0.72, -0.63, -0.22, -0.30, 0.08, 0.22, 0.21, 0.25, 0.23, 0.23, 0.21, 0.21, 0.22, 0.25, 0.23, 0.22, 0.24, 0.38, 0.38, 0.36, 0.40]}

***

5.
{"formula": "C6H17N4Si", "method": "ωB97M-V with the def2-TZVPD basis set", "charge": 1, "energy_ev": -20325.3557, "species": ["C", "C", "C", "C", "C", "C", "N", "N", "N", "N", "Si", "H", "H", "H", "H", "H", "H", "H", "H", "H", "H", "H", "H", "H", "H", "H", "H", "H"], "positions_angstrom": [[-0.39, -3.31, -1.88], [1.34, -1.21, 0.69], [2.40, -1.48, 1.70], [-1.88, 0.05, -0.85], [-0.29, 2.66, 0.10], [1.05, 0.57, -2.17], [0.33, -2.68, -1.07], [1.11, -2.34, -0.23], [0.78, -0.13, 0.46], [-0.74, 0.58, 2.42], [-0.10, 0.88, -0.63], [-0.38, -2.92, -2.87], [-1.09, -4.06, -1.58], [1.94, -1.90, 2.68], [3.18, -2.14, 1.44], [2.80, -0.49, 1.95], [-2.36, 0.88, -1.31], [-2.14, -0.74, -1.58], [-2.18, -0.11, 0.15], [-1.13, 3.13, -0.47], [-0.60, 2.26, 1.08], [0.73, 3.13, -0.05], [0.90, -0.37, -2.62], [0.59, 1.34, -2.82], [2.08, 0.58, -1.87], [-0.04, 1.18, 2.92], [-0.54, -0.32, 2.75], [-1.81, 0.65, 2.37]], "nbo_charge": [-0.14, 0.37, -0.68, -1.09, -1.09, -1.06, 0.11, 0.02, -0.69, -1.11, 1.70, 0.25, 0.26, 0.25, 0.25, 0.26, 0.24, 0.24, 0.23, 0.25, 0.26, 0.26, 0.21, 0.25, 0.25, 0.41, 0.36, 0.41]}

***

6.
{"formula": "C6H17N5O2", "method": "ωB97M-V with the def2-TZVPD basis set", "charge": 2, "energy_ev": -18021.4789, "species": ["C", "C", "C", "C", "C", "C", "N", "N", "N", "N", "N", "O", "O", "H", "H", "H", "H", "H", "H", "H", "H", "H", "H", "H", "H", "H", "H", "H", "H", "H"], "positions_angstrom": [[1.11, 0.14, -0.85], [1.55, 1.32, 0.03], [-0.72, 1.43, 0.82], [-0.86, -0.05, 0.44], [0.35, -2.15, 0.14], [1.29, -2.24, 1.42], [-2.83, -0.39, -1.41], [0.20, -0.67, -0.02], [-1.92, 0.40, -1.18], [0.35, 2.22, 0.09], [2.24, -1.14, 1.27], [-1.94, 1.73, -1.61], [-3.91, 0.07, -2.15], [0.64, 0.56, -1.76], [2.12, -0.39, -1.05], [1.86, 0.91, 0.94], [2.28, 1.88, -0.38], [-1.61, 2.09, 0.81], [-0.35, 1.38, 1.88], [-1.51, -0.63, 1.08], [0.85, -2.65, -0.70], [-0.60, -2.65, 0.14], [1.80, -3.20, 1.56], [0.62, -1.97, 2.28], [0.54, 3.06, 0.55], [0.09, 2.35, -0.88], [3.01, -1.66, 0.72], [2.69, -0.91, 2.22], [-2.83, 1.83, -2.07], [-4.51, -0.67, -2.34]], "nbo_charge": [-0.25, -0.24, -0.30, 0.25, -0.24, -0.22, 0.18, -0.33, 0.07, -0.48, -0.90, -0.55, -0.53, 0.22, 0.30, 0.27, 0.24, 0.28, 0.27, 0.28, 0.24, 0.24, 0.23, 0.19, 0.45, 0.45, 0.38, 0.41, 0.53, 0.54]}

***

7.
{"formula": "C6H17NO", "method": "ωB97M-V with the def2-TZVPD basis set", "smiles": "CCCCCCN.O", "charge": 0, "energy_ev": -10034.5707, "species": ["C", "C", "C", "C", "C", "C", "N", "H", "H", "H", "H", "H", "H", "H", "H", "H", "H", "H", "H", "H", "H", "H", "O", "H", "H"], "positions_angstrom": [[-2.07, -1.70, -1.43], [-2.82, -0.38, -1.41], [-1.91, 0.86, -1.19], [-0.79, 0.74, -0.16], [0.60, 0.72, -0.79], [1.81, 0.50, 0.14], [1.48, -0.04, 1.45], [-1.01, -1.51, -1.61], [-2.35, -2.34, -2.28], [-2.12, -2.38, -0.57], [-3.66, -0.33, -0.73], [-3.22, -0.26, -2.42], [-2.60, 1.66, -0.90], [-1.50, 1.16, -2.14], [-0.97, 1.39, 0.71], [-0.92, -0.23, 0.32], [0.72, 1.70, -1.28], [0.58, 0.03, -1.63], [2.45, -0.19, -0.39], [2.33, 1.45, 0.22], [2.10, 0.34, 2.16], [0.53, 0.10, 1.73], [4.20, -0.67, 3.86], [5.14, -0.47, 3.71], [4.00, -0.14, 4.64]], "nbo_charge": [-0.63, -0.40, -0.39, -0.42, -0.40, -0.21, -0.85, 0.20, 0.21, 0.21, 0.20, 0.20, 0.20, 0.19, 0.21, 0.20, 0.20, 0.20, 0.18, 0.17, 0.37, 0.36, -0.93, 0.47, 0.46]}

***

8.
{"formula": "C6H17NO", "method": "ωB97M-V with the def2-TZVPD basis set", "smiles": "CCCCNCC.O", "charge": 0, "energy_ev": -10034.5886, "species": ["C", "C", "C", "C", "N", "C", "C", "H", "H", "H", "H", "H", "H", "H", "H", "H", "H", "H", "H", "H", "H", "H", "O", "H", "H"], "positions_angstrom": [[0.24, 2.27, -1.18], [0.09, 0.84, -1.70], [1.41, 0.07, -1.73], [1.72, -0.93, -0.59], [0.60, -1.55, 0.11], [0.06, -0.81, 1.24], [-0.68, -1.71, 2.24], [0.97, 2.87, -1.73], [-0.71, 2.79, -1.11], [0.64, 2.26, -0.16], [-0.60, 0.29, -1.05], [-0.42, 0.94, -2.66], [1.47, -0.44, -2.68], [2.25, 0.77, -1.71], [2.21, -0.37, 0.21], [2.39, -1.73, -0.92], [-0.07, -1.85, -0.57], [0.86, -0.29, 1.78], [-0.61, -0.03, 0.90], [-0.75, -2.75, 1.94], [-1.73, -1.46, 2.33], [-0.22, -1.66, 3.21], [-2.61, 1.36, 1.19], [-2.78, 1.77, 2.04], [-3.47, 1.23, 0.77]], "nbo_charge": [-0.60, -0.41, -0.43, -0.21, -0.64, -0.23, -0.62, 0.20, 0.21, 0.20, 0.20, 0.20, 0.20, 0.20, 0.18, 0.19, 0.35, 0.19, 0.19, 0.22, 0.20, 0.21, -0.94, 0.47, 0.47]}

***

9.
{"formula": "C6H17NO2", "method": "ωB97M-V with the def2-TZVPD basis set", "spin_multiplicity": 2, "charge": 1, "energy_ev": -12071.7585, "species": ["C", "N", "C", "O", "C", "C", "C", "C", "H", "H", "H", "H", "H", "H", "H", "H", "H", "H", "H", "H", "H", "H", "H", "H", "H", "O"], "positions_angstrom": [[-0.18, -0.39, -1.29], [1.21, -0.62, -1.43], [2.29, 0.27, -1.12], [2.49, 0.23, 0.38], [-1.12, -1.11, -0.28], [-0.76, -0.71, 1.14], [-1.54, 0.49, 1.51], [-0.99, -1.88, 2.06], [-0.32, 0.63, -1.04], [-0.61, -0.57, -2.28], [1.46, -1.62, -1.22], [2.13, 1.35, -1.33], [3.21, -0.19, -1.43], [3.02, 0.83, 0.90], [-2.25, -0.72, -0.46], [-1.24, -2.21, -0.48], [0.28, -0.33, 1.36], [-1.23, 1.42, 0.86], [-2.62, 0.43, 1.39], [-1.50, 0.80, 2.54], [-0.26, -1.95, 2.78], [-2.04, -1.98, 2.46], [-0.89, -2.90, 1.44], [-0.87, 2.77, -0.26], [-1.03, 2.30, -1.68], [-1.23, 3.05, -1.08]], "nbo_charge": [-0.29, -0.13, 0.03, -0.77, -0.38, -0.30, -0.58, -0.59, 0.22, 0.31, 0.43, 0.24, 0.23, 0.53, 0.27, 0.25, 0.24, 0.17, 0.22, 0.24, 0.23, 0.23, 0.20, 0.46, 0.45, -0.89]}

***

10.
{"formula": "C6H17NO3", "method": "ωB97M-V with the def2-TZVPD basis set", "smiles": "NCCC/C=C/CO.O.O", "charge": 0, "energy_ev": -14128.6910, "species": ["N", "C", "C", "C", "C", "C", "C", "O", "H", "H", "H", "H", "H", "H", "H", "H", "H", "H", "H", "H", "H", "O", "H", "H", "O", "H", "H"], "positions_angstrom": [[0.23, 0.15, 2.60], [-1.18, -0.19, 2.32], [-1.39, -1.31, 1.30], [-0.19, -1.56, 0.36], [-0.13, -0.54, -0.75], [-0.72, -0.67, -1.92], [-0.55, 0.21, -3.14], [-0.14, 1.55, -2.85], [0.71, -0.74, 2.76], [0.31, 0.60, 3.51], [-1.76, -0.26, 3.26], [-1.65, 0.75, 1.99], [-2.21, -0.97, 0.67], [-1.64, -2.24, 1.82], [-0.11, -2.62, 0.11], [0.74, -1.53, 0.93], [0.42, 0.32, -0.38], [-1.38, -1.52, -2.12], [0.36, -0.19, -3.61], [-1.46, 0.24, -3.74], [-0.89, 2.09, -2.60], [1.14, 2.80, 1.73], [1.04, 2.65, 0.79], [0.78, 1.98, 2.12], [3.33, 0.54, -2.05], [2.83, 0.85, -1.29], [3.51, -0.38, -1.82]], "nbo_charge": [-0.86, -0.23, -0.41, -0.44, -0.20, -0.21, -0.10, -0.72, 0.36, 0.37, 0.18, 0.18, 0.22, 0.21, 0.22, 0.20, 0.20, 0.20, 0.21, 0.17, 0.46, -0.96, 0.46, 0.48, -0.93, 0.47, 0.46]}